1.
A structure of composition C38H29N9NaO6S. Source: the OMol25 dataset; level of theory: ωB97M-V with the def2-TZVPD basis set.

Each line ends with the Löwdin charge.
Positions of all 84 atoms, in Å:
Na: -2.45060 1.20066 -1.06746  0.224
O: -2.71765 1.51830 -3.82244  -0.082
C: -3.71696 0.70634 -4.38293  -0.266
C: -4.42266 -0.17427 -3.34996  -0.162
N: -3.46972 -0.76198 -2.43979  -0.167
C: -2.55293 -1.66267 -3.09476  -0.089
C: -1.27389 -2.02693 -2.36616  -0.352
O: -1.30476 -3.23950 -1.60346  0.042
O: -0.77350 0.33148 -2.16764  -0.243
C: -4.03508 -1.29376 -1.20462  -0.085
C: -4.91819 -0.23408 -0.48026  -0.693
O: -6.12538 -0.49602 -0.37633  -0.035
O: -4.31702 0.80323 -0.08700  -0.088
H: -2.05113 0.97859 -3.32210  0.047
H: -4.45604 1.37777 -4.83227  0.109
H: -3.32313 0.09374 -5.20835  0.102
H: -5.10582 0.44321 -2.76221  0.115
H: -5.04489 -0.93203 -3.86766  0.130
H: -3.03254 -2.63035 -3.33950  0.139
H: -2.23884 -1.22593 -4.04295  0.126
H: -4.63780 -2.19734 -1.38688  0.122
H: -3.18979 -1.55626 -0.56314  0.118
S: -2.59337 8.33999 2.10774  0.966
N: -3.60950 7.65525 1.04858  -0.227
C: -3.02812 6.54883 0.61809  -0.301
C: -3.59233 5.61563 -0.33170  -0.090
C: -4.85125 5.76959 -0.91654  0.000
C: -5.28333 4.81323 -1.80866  -0.029
C: -4.44671 3.73144 -2.09259  -0.080
N: -3.25695 3.57536 -1.54789  0.149
C: -2.83102 4.48999 -0.67918  -0.126
C: -1.49779 4.26528 -0.08969  -0.126
N: -0.85687 3.16122 -0.47143  0.153
C: 0.34071 2.91909 0.02441  -0.098
C: 0.97585 3.76722 0.93501  -0.034
C: 0.32130 4.90812 1.34606  -0.001
C: -0.94830 5.17396 0.82817  -0.092
C: -1.73545 6.33320 1.18558  -0.303
N: -1.37001 7.28058 2.03238  -0.227
H: -5.46399 6.62329 -0.65948  0.113
H: -6.25382 4.88220 -2.27993  0.105
H: -4.74639 2.95424 -2.78713  0.109
H: 0.80374 1.99930 -0.31778  0.114
H: 1.95862 3.51698 1.31014  0.106
H: 0.76481 5.59143 2.05797  0.113
C: 9.06813 -5.82758 3.76025  -0.097
O: 8.32455 -4.79033 4.35926  -0.088
C: 7.23387 -4.32780 3.68272  -0.286
C: 6.81378 -4.80405 2.44954  -0.026
C: 5.68445 -4.25546 1.85264  -0.028
C: 4.96444 -3.23558 2.46286  -0.154
C: 5.40385 -2.76968 3.70707  -0.017
C: 6.51983 -3.30600 4.30882  0.000
C: 3.77439 -2.63286 1.86555  -0.286
N: 3.03456 -1.72286 2.44723  0.181
C: 2.03278 -1.43880 1.54610  -0.180
C: 2.18145 -2.18838 0.39538  -0.134
N: 3.30659 -2.95506 0.61280  0.175
C: 1.34813 -2.09076 -0.74228  -0.078
C: 1.70052 -2.85942 -1.93574  -0.031
C: 0.86839 -3.35494 -2.85290  -0.013
C: -0.60882 -3.25246 -2.86103  -0.205
N: -0.50133 -0.98159 -1.80735  -0.098
C: 0.28586 -1.20117 -0.69147  -0.069
C: 0.01094 -0.51542 0.56921  -0.121
N: -1.17390 0.11685 0.69617  0.130
C: -1.49241 0.69226 1.83017  -0.122
C: -0.63342 0.73666 2.94101  -0.053
C: 0.56931 0.08533 2.85374  -0.013
C: 0.89869 -0.59075 1.66831  -0.088
H: 9.87939 -6.05260 4.44826  0.089
H: 9.48606 -5.51651 2.79775  0.093
H: 8.45788 -6.72428 3.61530  0.094
H: 7.34401 -5.59602 1.93990  0.099
H: 5.38103 -4.65605 0.89316  0.104
H: 4.84789 -1.97850 4.18935  0.111
H: 6.86060 -2.94668 5.27051  0.117
H: 3.68199 -3.63821 -0.01759  0.136
H: 2.76124 -3.04802 -2.08876  0.100
H: 1.30759 -3.88846 -3.68924  0.098
H: -1.10323 -3.85802 -3.61870  0.135
H: -2.48244 1.13901 1.86917  0.112
H: -0.93847 1.25132 3.84232  0.098
H: 1.26036 0.04522 3.68628  0.110

* energy above the lowest of the compared OMol25 structures with the same formula, charge and spin: 4.035 eV
* charge: -1
* calculated total energy: -2970.324991 Ha
* Kohn-Sham gap: 4.82 eV

2.
A structure of composition C39H33BrGe2N4NaS3Te. Source: the OMol25 dataset; level of theory: ωB97M-V with the def2-TZVPD basis set.

Each line ends with the Löwdin charge.
Positions of all 84 atoms, in Å:
Na: 1.56987 0.38205 -0.02779  -0.286
S: 1.68423 0.59816 2.76369  0.435
C: 3.36421 0.24489 3.11039  -0.771
C: 3.68739 -0.18178 4.40302  -0.104
C: 4.98139 -0.47824 4.80378  -0.219
C: 5.24402 -0.88331 6.15663  -0.203
N: 5.44914 -1.20003 7.24524  0.120
C: 6.01232 -0.36361 3.85723  -0.216
C: 5.71500 0.03078 2.56690  -0.095
C: 4.41217 0.35466 2.13637  -0.752
S: 4.18883 0.89267 0.50440  0.497
C: 7.38638 -0.63736 4.19817  -0.196
N: 8.48788 -0.83600 4.46803  0.124
H: 2.87980 -0.27357 5.11781  0.102
H: 6.51584 0.10664 1.84353  0.096
Br: 1.71863 -4.10080 -6.10950  0.694
C: 1.64847 -2.58368 -4.96924  -0.692
C: 1.10908 -1.40246 -5.45410  -0.129
C: 1.04924 -0.29685 -4.62103  -0.030
C: 1.52875 -0.37385 -3.31780  -0.241
C: 2.04424 -1.57254 -2.84316  -0.006
C: 2.11254 -2.68405 -3.67049  -0.121
N: 1.47447 0.69147 -2.37166  0.107
C: 1.32445 1.89474 -2.74089  -0.082
C: 1.19818 3.00525 -1.74994  -0.247
C: 0.96915 4.29455 -2.20137  -0.026
C: 0.82524 5.30161 -1.25255  -0.071
C: 0.93055 4.97112 0.08262  -0.046
C: 1.16998 3.64497 0.43903  -0.104
N: 1.29013 2.68322 -0.46001  0.105
H: 0.72240 -1.35274 -6.46245  0.096
H: 0.58038 0.60673 -4.98678  0.098
H: 2.39743 -1.64648 -1.82154  0.112
H: 2.50930 -3.61496 -3.29001  0.101
H: 1.26484 2.19990 -3.79155  0.119
H: 0.88880 4.49839 -3.26172  0.104
H: 0.62785 6.32076 -1.55997  0.099
H: 0.81430 5.71735 0.85724  0.103
H: 1.25885 3.32823 1.47184  0.093
Te: 1.63950 -2.39425 2.01010  0.900
C: 0.60017 -4.04836 1.17732  -1.029
C: -0.04567 -5.07513 1.81923  -0.269
C: -0.66190 -5.99945 0.93352  -0.223
C: -0.48361 -5.66418 -0.37831  -0.448
S: 0.41065 -4.21665 -0.51732  0.889
H: -0.08222 -5.14270 2.89720  0.087
H: -1.21593 -6.86987 1.25817  0.086
H: -0.85441 -6.18541 -1.24645  0.051
C: -4.61611 -0.24293 -2.04788  -0.269
Ge: -2.64418 -0.17868 -1.93531  0.635
C: -2.17180 0.98541 -3.48751  -0.260
C: -2.05522 -1.97196 -2.52908  -0.265
Ge: -1.41213 0.46541 0.09194  0.852
C: -2.34197 -0.67685 1.46886  -0.367
C: -3.23872 -1.70599 1.16553  -0.138
C: -3.75489 -2.55211 2.14026  -0.115
C: -3.38960 -2.39089 3.46891  -0.126
C: -2.49163 -1.38522 3.79932  -0.105
C: -1.97335 -0.55625 2.81335  -0.152
C: -2.23390 2.27316 0.49002  -0.365
C: -2.00811 2.85187 1.74634  -0.136
C: -2.43500 4.13421 2.06375  -0.116
C: -3.08821 4.91015 1.11435  -0.136
C: -3.31447 4.37129 -0.14445  -0.122
C: -2.90202 3.07652 -0.44020  -0.137
H: -4.89827 -0.57622 -3.05091  0.002
H: -5.05268 0.74085 -1.86852  0.000
H: -5.03497 -0.93390 -1.31612  -0.006
H: -2.38656 0.45935 -4.42242  0.007
H: -1.11305 1.24042 -3.46836  -0.032
H: -2.74209 1.91534 -3.47507  -0.004
H: -2.32234 -2.12761 -3.57840  0.007
H: -2.51456 -2.75874 -1.92822  0.002
H: -0.97370 -2.07634 -2.42628  -0.020
H: -3.54884 -1.86927 0.13946  0.048
H: -4.44118 -3.34238 1.85447  0.088
H: -3.77963 -3.05359 4.23306  0.084
H: -2.16249 -1.26043 4.82474  0.095
H: -1.22319 0.17111 3.10696  0.048
H: -1.47382 2.28599 2.50392  0.081
H: -2.24403 4.53040 3.05561  0.091
H: -3.41633 5.91545 1.35315  0.082
H: -3.82769 4.95508 -0.90204  0.086
H: -3.11560 2.68754 -1.42903  0.053

* energy above the lowest of the compared OMol25 structures with the same formula, charge and spin: 0.000 eV
* ⟨S²⟩: 0.762
* charge: -2
* calculated total energy: -10077.810496 Ha
* Kohn-Sham gap (spin up / spin down): 4.97 / 4.93 eV
* 2S+1: 2

3.
A cluster of 2 separate species, C3H9N2O in total at a distorted geometry. Source: the OMol25 dataset; level of theory: ωB97M-V with the def2-TZVPD basis set.

Each line ends with the Löwdin charge.
Positions of all 15 atoms, in Å:
C: -0.22704 -1.67572 -0.60408  -0.290
N: -0.95758 0.88140 0.30937  0.042
C: -1.83809 -0.15845 0.19662  -0.801
N: -1.60170 -1.37962 -0.19341  -0.107
H: 0.09549 -1.03982 -1.42349  0.041
H: -0.18622 -2.72860 -0.92690  0.020
H: 0.48102 -1.53100 0.23275  0.053
H: 0.14231 0.82563 0.02365  0.012
H: -1.42014 1.73673 0.56602  -0.077
H: -2.84178 0.05952 0.45459  -0.065
C: 2.35878 1.27981 0.51249  -0.478
O: 1.49724 0.62935 -0.34625  -0.416
H: 2.45914 2.38504 0.33833  0.019
H: 2.05003 1.19349 1.60485  0.032
H: 3.39540 0.87787 0.45831  0.016

* energy above the lowest of the compared OMol25 structures with the same formula, charge and spin: 0.190 eV
* ⟨S²⟩: 0.751
* charge: -2
* calculated total energy: -304.270526 Ha
* Kohn-Sham gap (spin up / spin down): 2.48 / 7.21 eV
* 2S+1: 2

4.
The ion C10H12NOS with charge +1 at a distorted geometry. Source: the OMol25 dataset; level of theory: ωB97M-V with the def2-TZVPD basis set.

Each line ends with the Löwdin charge.
Positions of all 25 atoms, in Å:
C: 2.89168 0.60768 1.48888  -0.314
N: 2.11678 -0.40359 1.26602  0.063
C: 1.88178 -0.61954 -0.15695  -0.346
C: 0.77785 -1.64039 -0.48345  -0.108
O: -0.25825 -1.68594 0.50069  -0.055
C: -1.22341 -0.71050 0.21987  -0.290
C: -2.29739 -0.98761 -0.57962  -0.007
C: -3.19950 0.00223 -0.84960  -0.071
C: -3.07075 1.27064 -0.35457  -0.071
C: -2.00394 1.54304 0.46904  -0.068
C: -1.10530 0.54805 0.73968  -0.048
C: 1.96808 0.70998 -0.85815  -0.304
S: 3.43804 1.40352 0.05421  1.066
H: 3.13436 0.88008 2.51022  0.127
H: 1.69074 -1.02727 1.94546  0.190
H: 2.80365 -1.13373 -0.48543  0.156
H: 1.23012 -2.63391 -0.49062  0.140
H: 0.35762 -1.47970 -1.47850  0.146
H: -2.46646 -1.96831 -1.00913  0.134
H: -4.04811 -0.20187 -1.49214  0.120
H: -3.79238 2.03214 -0.61399  0.116
H: -1.88679 2.53899 0.87802  0.116
H: -0.25323 0.78054 1.37211  0.110
H: 1.20404 1.46340 -0.65607  0.085
H: 2.11080 0.71207 -1.93597  0.113

* energy above the lowest of the compared OMol25 structures with the same formula, charge and spin: 0.924 eV
* charge: +1
* calculated total energy: -916.158209 Ha
* Kohn-Sham gap: 7.82 eV

5.
An isolated molecule of C20H26N2O5S at a distorted geometry. Source: the OMol25 dataset; level of theory: ωB97M-V with the def2-TZVPD basis set.

Each line ends with the Löwdin charge.
Positions of all 54 atoms, in Å:
C: -6.80612 -2.60690 1.72617  -0.073
C: -6.55553 -1.34071 0.92199  -0.291
O: -5.17361 -1.05149 0.96683  -0.154
C: -4.74899 -0.04051 0.08665  -0.224
C: -5.16118 1.37172 0.52086  -0.156
C: -4.46104 2.44114 -0.31914  -0.181
N: -3.02938 2.41074 -0.14944  0.060
C: -2.18194 2.04046 -1.14042  -0.465
O: -2.55795 1.81757 -2.27630  0.063
C: -0.74941 1.95857 -0.74133  -0.139
C: -0.33126 1.54266 0.52036  -0.012
C: 1.01071 1.44461 0.82144  -0.023
C: 1.98337 1.75491 -0.13277  -0.262
N: 3.32582 1.61863 0.19500  -0.204
C: 4.34515 2.10712 -0.70146  -0.084
S: 3.75329 0.32594 1.21517  0.705
O: 5.15545 0.10763 1.02125  -0.281
O: 3.30127 0.58946 2.54780  -0.278
C: 2.81668 -1.02855 0.52299  -0.288
C: 1.81054 -1.64123 1.24958  -0.051
C: 1.06725 -2.64347 0.66665  0.023
C: 1.32287 -3.04024 -0.65167  -0.263
O: 0.53267 -4.02448 -1.13100  -0.070
C: 0.71373 -4.46458 -2.45859  -0.077
C: 2.34924 -2.42241 -1.36667  0.004
C: 3.09117 -1.41744 -0.77153  -0.043
C: 1.56378 2.18781 -1.39295  -0.002
C: 0.21887 2.27444 -1.68816  -0.005
H: -6.48559 -2.45894 2.75344  0.075
H: -7.86414 -2.85346 1.71247  0.073
H: -6.23914 -3.43155 1.30361  0.075
H: -7.13948 -0.50918 1.34399  0.114
H: -6.87113 -1.48343 -0.12344  0.121
H: -5.11906 -0.23506 -0.93103  0.131
H: -3.65822 -0.11674 0.07550  0.122
H: -4.90568 1.50095 1.57560  0.119
H: -6.23966 1.49710 0.41444  0.109
H: -4.64764 2.27067 -1.38226  0.121
H: -4.83958 3.43176 -0.04446  0.121
H: -2.66600 2.58494 0.77336  0.133
H: -1.05200 1.26320 1.27564  0.114
H: 1.32377 1.14420 1.80620  0.093
H: 4.22950 3.18294 -0.83770  0.102
H: 5.30313 1.90221 -0.23082  0.080
H: 4.31846 1.61031 -1.67676  0.089
H: 1.63126 -1.32614 2.26468  0.118
H: 0.27526 -3.13963 1.20392  0.124
H: 0.54907 -3.65388 -3.17429  0.099
H: 1.71067 -4.89019 -2.60723  0.097
H: -0.03502 -5.23939 -2.61355  0.095
H: 2.57530 -2.71432 -2.37942  0.107
H: 3.89572 -0.93869 -1.30713  0.118
H: 2.28280 2.45214 -2.15076  0.102
H: -0.10438 2.58943 -2.66892  0.121

* energy above the lowest of the compared OMol25 structures with the same formula, charge and spin: 2.395 eV
* structure (SMILES): CCOCCCNC(=O)c1ccc(N(C)S(=O)(=O)c2ccc(OC)cc2)cc1
* calculated total energy: -1661.593618 Ha
* Kohn-Sham gap: 9.14 eV